1.
Formula: C3H4N2O3
Source: OMol25
Level of theory: ωB97M-V/def2-TZVPD

The geometry in XYZ format:
```
12
Properties=species:S:1:pos:R:3:forces:R:3:nbo_charge:R:1
C -1.24521 -0.18844 0.00964 -2.47 1.24 -0.51 0.4320
C -0.48052 -1.25459 -0.20608 -0.29 0.98 0.85 -0.2488
C 0.77795 0.69624 -0.08582 -4.25 0.44 0.57 0.8206
H -2.84697 1.20818 0.03932 0.70 -5.08 0.54 0.4291
H -3.08351 -0.69554 0.81842 1.19 3.30 -2.80 0.4075
H -0.88839 -2.24933 -0.35000 1.14 0.06 -0.11 0.2504
H 2.94694 -0.39149 -0.10323 -4.36 -3.23 1.38 0.4765
N -2.61976 0.01844 0.02205 -2.21 0.77 2.45 -0.8565
N 0.80935 -0.63872 -0.19857 -0.66 0.65 -1.50 -0.1447
O 1.87227 -1.24104 0.27519 7.15 1.08 -0.42 -0.4965
O 1.51080 1.61556 0.00650 2.92 0.32 -0.10 -0.5907
O -0.60414 0.99434 0.03390 1.13 -0.53 -0.34 -0.4789
```
Positions in Å, forces in eV/Å.

The HOMO-LUMO gap comes out at 7.555 eV. Its net charge is 0. The energy relative to the best compared isomer or geometry (same formula, charge and spin) is 144.0 kcal per mole. As for the multiplicity: 1.


2.
Formula: C4H12N2
Source: OMol25
Level of theory: ωB97M-V/def2-TZVPD

The geometry in XYZ format:
```
18
Properties=species:S:1:pos:R:3:forces:R:3:nbo_charge:R:1
C 1.10499 1.38471 -0.09227 -1.29 0.16 1.16 -0.4144
N 0.79134 -0.02428 -0.21059 0.22 -0.03 -0.64 -0.4620
C 1.95378 -0.90044 -0.23174 0.46 -0.43 0.77 -0.4095
C -0.21204 -0.46547 0.73406 -0.54 -0.65 -0.04 -0.2329
C -1.60230 0.14521 0.50833 0.72 1.26 0.64 -0.2253
N -2.17183 -0.12122 -0.77472 -1.00 -1.15 -0.38 -0.8379
H 0.10280 1.90685 -0.01652 1.46 -0.15 -0.33 0.2028
H 1.69233 1.74365 -0.92138 0.01 0.09 -0.42 0.2022
H 1.66550 1.61540 0.84008 -0.13 -0.04 -0.16 0.1596
H 2.80405 -0.49720 -0.85732 -1.18 -0.43 0.40 0.2063
H 2.37533 -0.99386 0.82918 -0.29 -0.13 -1.08 0.1599
H 1.61670 -1.92486 -0.58262 0.67 1.15 0.34 0.2033
H 0.03409 -0.27930 1.78788 0.48 0.06 0.16 0.1620
H -0.31458 -1.57452 0.62181 0.08 0.74 0.08 0.1918
H -1.60747 1.25626 0.64817 0.37 -0.70 -0.13 0.1781
H -2.21365 -0.15287 1.35451 -0.44 -0.51 -0.19 0.1970
H -2.48981 -1.10745 -0.83088 0.44 0.96 -0.16 0.3517
H -1.46842 0.04236 -1.48607 -0.05 -0.19 -0.03 0.3673
```
Positions in Å, forces in eV/Å.

The HOMO-LUMO gap comes out at 9.571 eV. Its net charge is 0. The energy relative to the best compared isomer or geometry (same formula, charge and spin) is 22.6 kcal per mole. The SMILES is CN(C)CCN. As for the multiplicity: 1.


3.
Formula: C32H41BF7GeMoNPSe
Source: OMol25
Level of theory: ωB97M-V/def2-TZVPD

The geometry in XYZ format:
```
86
Properties=species:S:1:pos:R:3:forces:R:3:lowdin_spin:R:1
Mo -0.62343 -0.73482 -0.24690 -0.02 0.44 -0.62 1.6839
C -1.05260 -1.79281 4.56661 -0.02 -0.02 -0.06 0.0012
C -0.95788 -1.98144 3.05432 0.14 0.00 -0.02 0.0102
C 0.10263 -3.02853 2.69766 -0.04 0.08 -0.01 0.0025
P -0.61745 -0.41661 2.11895 -0.20 -0.05 1.11 0.0684
C -1.61919 0.90097 2.92685 -0.02 0.09 -0.34 0.0079
C -3.11121 0.65193 2.68942 0.05 -0.03 0.05 -0.0005
C -1.17143 2.25078 2.35549 0.03 -0.06 0.07 0.0046
C 1.10680 0.01521 2.50649 -0.03 -0.07 -0.18 0.0079
C 1.62871 0.44711 3.71543 -0.01 0.01 0.06 0.0008
C 2.98334 0.73296 3.85865 0.00 0.00 0.04 0.0002
C 3.55302 1.19489 5.17633 -0.02 -0.02 -0.05 0.0000
C 3.79858 0.57227 2.74070 0.00 0.01 -0.02 0.0005
C 3.29807 0.15830 1.51548 0.07 0.00 0.02 0.0001
C 1.93549 -0.11434 1.38289 -0.15 -0.16 -0.10 0.0068
N 1.31930 -0.50681 0.19475 0.35 0.06 -0.33 0.0121
C 2.09261 -0.57027 -1.00489 0.27 0.30 0.15 0.0119
C 2.70401 -1.77272 -1.38413 0.01 -0.06 0.05 0.0113
C 2.54985 -3.00325 -0.53283 0.01 0.00 -0.05 0.0020
C 3.46457 -1.80042 -2.54640 0.00 -0.03 -0.01 -0.0019
C 3.63877 -0.66907 -3.33543 0.03 0.00 -0.02 0.0098
C 4.44189 -0.73930 -4.60903 -0.07 0.00 0.04 0.0018
C 3.03802 0.51597 -2.93171 0.01 0.02 -0.03 -0.0014
C 2.26665 0.58994 -1.77713 -0.11 0.01 0.03 0.0132
C 1.61445 1.88555 -1.37093 0.07 -0.07 0.00 0.0029
H -1.23264 -2.75979 5.04354 0.00 0.02 0.00 0.0005
H -1.86500 -1.12278 4.84987 0.01 -0.02 0.01 0.0000
H -0.11768 -1.39529 4.96943 -0.02 -0.03 0.01 0.0001
H -1.91595 -2.32212 2.65344 -0.04 0.02 0.01 0.0006
H 1.08206 -2.73396 3.08475 -0.02 -0.01 0.00 0.0001
H 0.18581 -3.15647 1.61712 0.00 -0.03 0.02 0.0011
H -0.16387 -3.99355 3.13479 -0.01 0.02 0.00 0.0002
H -1.39599 0.86399 3.99660 0.03 -0.02 0.03 -0.0001
H -3.33378 0.63557 1.62115 0.01 0.01 0.03 0.0004
H -3.69915 1.45822 3.13490 0.03 -0.03 0.02 0.0002
H -3.44100 -0.29614 3.12356 0.00 0.03 0.00 0.0000
H -1.31076 2.27165 1.27462 -0.02 0.00 -0.02 0.0033
H -0.12186 2.45093 2.57955 -0.03 0.02 0.01 0.0000
H -1.77612 3.05954 2.77200 -0.02 -0.03 0.01 0.0002
H 0.96867 0.59166 4.56570 0.02 -0.02 -0.01 0.0002
H 2.76201 1.33887 5.91331 0.02 0.00 -0.01 0.0000
H 4.08809 2.14096 5.07069 -0.01 -0.01 0.00 0.0001
H 4.25690 0.46418 5.58195 -0.01 0.01 0.00 0.0000
H 4.85853 0.79148 2.82702 -0.01 -0.01 -0.01 0.0000
H 3.95421 0.05265 0.65948 -0.01 0.02 0.02 0.0003
H 1.51620 -3.35369 -0.53651 0.00 0.01 0.01 0.0007
H 2.82571 -2.79866 0.50412 -0.01 0.00 0.00 0.0004
H 3.18142 -3.80809 -0.91107 0.01 0.02 0.01 0.0000
H 3.93250 -2.73411 -2.84541 -0.01 0.02 0.02 -0.0003
H 5.32953 -1.36039 -4.48028 0.00 0.01 -0.01 0.0003
H 4.75839 0.25323 -4.93112 0.00 -0.02 0.01 0.0000
H 3.84751 -1.17738 -5.41514 0.01 0.01 0.01 0.0007
H 3.16623 1.41047 -3.53494 -0.01 -0.03 0.03 -0.0003
H 1.83716 2.67145 -2.09238 0.01 -0.01 0.02 0.0000
H 1.95835 2.20933 -0.38582 -0.02 0.00 0.01 0.0004
H 0.52748 1.78915 -1.31064 -0.03 0.02 0.00 0.0015
C 0.09122 -2.75679 -4.13924 0.01 -0.11 0.11 0.0005
Ge -1.24323 -1.44313 -3.56281 -0.27 -0.06 -0.28 0.0066
C -0.54275 0.32966 -4.01993 0.11 -0.01 0.03 0.0065
C -2.77444 -1.68219 -4.77365 -0.04 -0.04 -0.01 0.0001
C -2.01657 -1.62701 -1.74941 0.22 0.41 -0.10 0.0219
H 0.26434 -2.59129 -5.20649 0.04 -0.03 0.04 0.0001
H -0.28042 -3.77263 -3.99378 0.05 0.03 0.01 0.0000
H 1.03760 -2.64802 -3.60765 -0.04 0.00 0.00 0.0002
H -0.75271 0.48717 -5.08159 0.04 -0.01 0.03 0.0005
H 0.53536 0.39502 -3.86729 -0.04 0.00 0.01 0.0000
H -1.03850 1.11142 -3.44877 0.00 0.03 0.00 0.0029
H -2.43805 -1.53988 -5.80415 -0.05 -0.02 0.03 -0.0001
H -3.54750 -0.94299 -4.55537 0.02 -0.02 0.01 0.0002
H -3.20943 -2.68034 -4.68544 0.01 0.04 0.01 0.0000
H -2.96495 -2.13980 -1.88730 -0.02 -0.15 0.19 0.0009
F -2.45786 -3.17051 0.31652 0.07 0.06 -0.11 0.0043
B -1.47195 -2.67659 -0.52918 -0.23 -0.79 -0.09 0.0144
F -0.68990 -3.72920 -1.02210 0.00 0.21 0.13 -0.0007
F -5.28964 6.39153 0.09385 0.03 -0.05 0.00 0.0000
C -4.63358 5.22008 -0.03469 -0.08 0.06 0.02 0.0000
C -5.31532 4.02152 0.05292 -0.12 0.03 0.02 -0.0002
F -6.64990 4.04449 0.26799 0.03 0.00 0.00 -0.0001
C -4.60897 2.83805 -0.07996 -0.05 0.03 0.02 -0.0003
F -5.37080 1.70580 0.03669 0.07 -0.02 0.00 0.0014
C -3.25682 2.75987 -0.30292 -0.21 -0.11 0.03 -0.0006
Se -2.63131 0.27649 -1.16113 -0.10 0.02 -0.08 0.0742
C -2.64046 3.97674 -0.38478 0.30 -0.03 -0.04 0.0003
F -1.27981 4.04233 -0.59290 -0.05 0.00 0.00 0.0002
C -3.27061 5.20043 -0.25182 0.11 0.16 -0.01 0.0000
F -2.59953 6.37338 -0.32058 -0.03 -0.05 -0.02 0.0000
```
Positions in Å, forces in eV/Å.

The HOMO-LUMO gap (spin up / spin down) comes out at 6.775 / 6.911 eV. Its net charge is -1. Its expectation value of S² is 2.019. The energy relative to the best compared isomer or geometry (same formula, charge and spin) is 20.0 kcal per mole. As for the multiplicity: 3.


4.
Formula: C14H31AsF4NO3S
Source: OMol25
Level of theory: ωB97M-V/def2-TZVPD

The geometry in XYZ format:
```
55
Properties=species:S:1:pos:R:3:forces:R:3:nbo_charge:R:1
C -0.98160 0.96251 4.31717 -0.19 -0.20 0.00 -0.6178
C -1.21290 -0.10236 3.23202 -0.11 0.06 0.14 -0.2041
C -0.01564 -1.03873 3.10542 0.02 0.19 -0.12 -0.6075
C -1.62942 0.50881 1.88226 0.05 0.10 0.06 -0.2248
C -2.80043 1.48240 2.03514 -0.17 -0.57 0.21 -0.6080
C -0.45327 1.14666 1.11388 -0.57 -0.17 0.36 -0.0515
O -0.18824 0.38379 -0.03496 0.29 0.34 -0.01 -0.8611
As 0.92769 1.06652 -1.34827 0.95 -1.07 -0.58 1.6061
F 1.51902 2.38700 -0.16719 -0.05 0.06 0.10 -0.7041
C 0.12962 -0.21417 -2.66383 -0.34 0.18 0.36 -0.7608
C -0.09098 -1.64024 -2.16642 -0.35 -0.35 -0.49 -0.4031
C -1.51519 -1.89421 -1.62464 0.48 0.25 0.54 -0.4148
C -1.47584 -2.72253 -0.34866 0.63 -0.21 -0.53 -0.2032
N -0.97323 -4.08997 -0.62883 -0.42 0.03 0.11 -0.8567
C 2.47213 -0.07263 -0.78592 0.03 0.29 0.25 -0.7679
C 3.34145 -0.50768 -1.95634 0.15 -0.49 0.27 -0.5005
C 4.11170 -1.78188 -1.67662 0.24 -0.37 -0.11 0.9876
F 3.35708 -2.89573 -1.92208 0.42 0.52 0.24 -0.3435
F 4.56271 -1.89905 -0.39640 -0.19 0.10 -0.69 -0.3383
F 5.22117 -1.89192 -2.47985 -0.59 -0.01 0.42 -0.3499
S -0.75364 2.66327 -1.93385 -0.19 0.13 -0.05 1.7870
C -0.30846 4.28284 -1.30413 -0.32 0.26 -0.28 -0.8635
O -2.06984 2.32135 -1.40199 -0.27 0.15 0.19 -1.0085
O -0.67720 2.82245 -3.38562 0.14 0.01 -0.28 -1.0131
H -0.64502 1.90567 3.89445 0.17 0.10 -0.05 0.2075
H -1.90597 1.15253 4.85979 -0.08 0.19 0.01 0.2017
H -0.25107 0.63355 5.05410 0.13 -0.05 0.04 0.1991
H -2.06288 -0.70749 3.56108 -0.07 -0.08 0.01 0.1826
H 0.91235 -0.47095 3.06277 0.13 0.01 -0.06 0.2038
H 0.05133 -1.70933 3.96010 -0.01 -0.08 0.10 0.1953
H -0.08348 -1.62766 2.19324 0.03 -0.12 -0.02 0.2134
H -1.99361 -0.31363 1.26778 0.09 -0.13 -0.13 0.2131
H -3.50602 1.08960 2.77295 -0.09 0.03 0.06 0.1845
H -3.33836 1.55907 1.09504 0.09 0.30 -0.17 0.2333
H -2.48902 2.46597 2.37382 0.06 0.19 -0.04 0.1945
H 0.41962 1.20453 1.76615 0.21 0.07 -0.01 0.1576
H -0.73403 2.16952 0.86586 0.07 0.11 -0.16 0.1712
H 1.79545 1.76550 -2.44420 -0.19 0.20 0.15 -0.1560
H 0.73879 -0.16587 -3.56236 0.20 -0.03 -0.04 0.2102
H -0.83834 0.19425 -2.95167 -0.03 0.12 -0.08 0.2390
H 0.06719 -2.31357 -3.01244 0.12 -0.13 0.01 0.1981
H 0.63564 -1.94376 -1.41533 0.17 0.11 0.13 0.1864
H -2.12416 -2.40291 -2.36679 -0.18 0.06 -0.14 0.1934
H -1.93452 -0.92111 -1.37119 -0.26 0.01 -0.08 0.2280
H -2.45502 -2.78785 0.11747 -0.15 -0.04 0.05 0.1777
H -0.78678 -2.20257 0.31723 -0.21 0.12 0.29 0.1784
H 0.03239 -4.10452 -0.54997 0.19 0.01 -0.11 0.3514
H -1.31442 -4.73128 0.07370 0.01 -0.06 0.08 0.3451
H 3.07274 0.54391 -0.12139 -0.04 0.07 0.09 0.2339
H 2.12723 -0.90924 -0.18435 -0.18 -0.16 -0.13 0.2227
H 4.07336 0.25263 -2.20937 0.05 0.14 -0.04 0.2310
H 2.75891 -0.72053 -2.84946 -0.06 0.02 -0.15 0.2340
H 0.75977 4.42497 -1.40448 0.16 -0.10 0.14 0.2427
H -0.65858 4.41245 -0.28739 0.14 -0.13 0.20 0.2251
H -0.82019 4.98164 -1.96545 -0.11 0.02 -0.02 0.2230
```
Positions in Å, forces in eV/Å.

The HOMO-LUMO gap comes out at 7.993 eV. Its net charge is -1. As for the multiplicity: 1.


5.
Formula: C5H7NOS
Source: OMol25
Level of theory: ωB97M-V/def2-TZVPD

The geometry in XYZ format:
```
15
Properties=species:S:1:pos:R:3:forces:R:3:nbo_charge:R:1
C 0.89637 1.69471 -0.89474 -1.15 2.60 3.02 -0.2988
C -0.04676 -0.28453 0.12819 -2.66 -3.99 2.21 0.1322
C -0.56271 -0.46282 1.72101 0.47 -2.91 -0.49 -0.5996
C -1.22015 -0.78707 -0.87045 -1.24 -2.44 0.51 -0.2532
C 1.17849 -1.25270 -0.25265 2.65 -0.22 -3.26 0.2130
H 1.85378 1.12819 -0.98217 -0.91 0.52 -0.34 0.2126
H 1.09382 2.78394 -0.24902 -0.38 -3.13 -2.46 0.2165
H 0.25514 1.88697 -1.83144 1.23 -0.55 1.45 0.2156
H -0.30253 -1.56954 1.98681 -0.73 1.80 -0.14 0.2049
H -1.74186 -0.36373 1.72098 2.79 0.32 0.29 0.2527
H 0.12859 0.19585 2.40604 -1.82 -1.02 -1.56 0.2444
H -0.71037 -1.85610 -1.49735 -2.25 3.41 1.38 0.2387
N 2.01245 -1.79049 -0.93944 -3.94 2.33 3.67 -0.3108
O 0.06241 1.00400 0.21190 3.17 4.51 -3.16 -0.5283
S -2.89667 -0.32670 -0.65766 4.78 -1.22 -1.11 0.0600
```
Positions in Å, forces in eV/Å.

The HOMO-LUMO gap comes out at 7.889 eV. Its net charge is 0. The energy relative to the best compared isomer or geometry (same formula, charge and spin) is 140.0 kcal per mole. As for the multiplicity: 1.


6.
Formula: C3H2BCl4N
Source: OMol25
Level of theory: ωB97M-V/def2-TZVPD

The geometry in XYZ format:
```
11
Properties=species:S:1:pos:R:3:forces:R:3:nbo_charge:R:1
B -0.56094 0.93722 0.02962 -4.39 -1.71 -0.63 0.2306
C -1.11972 2.18188 0.75601 -0.29 -0.08 0.39 0.0304
C -2.00067 -0.39266 -0.82985 2.69 2.38 2.92 -0.3747
C 0.75304 0.38833 0.53027 -0.14 -2.95 -1.83 -0.3232
N -1.45118 3.02834 1.46370 0.02 -0.11 -0.35 -0.2759
Cl -3.52999 0.41475 -0.76450 -0.41 0.55 -0.93 0.0153
Cl -2.10159 -1.67509 0.34815 0.21 -1.02 0.57 -0.0313
Cl 0.84623 1.32650 -1.07293 1.08 0.92 -2.22 0.2207
Cl 1.26921 -1.27132 0.21928 -0.17 0.70 0.58 0.0537
H -1.64852 -0.83665 -1.73674 -0.27 0.29 -0.79 0.2182
H 1.43535 0.95175 1.03115 1.66 1.02 2.29 0.2362
```
Positions in Å, forces in eV/Å.

The HOMO-LUMO gap comes out at 9.184 eV. Its net charge is 0. The energy relative to the best compared isomer or geometry (same formula, charge and spin) is 1.9 kcal per mole. As for the multiplicity: 1.


7.
Formula: C17H12AsBrN4O7PbS
Source: OMol25
Level of theory: ωB97M-V/def2-TZVPD

The geometry in XYZ format:
```
44
Properties=species:S:1:pos:R:3:forces:R:3:nbo_charge:R:1
Pb 1.17441 0.78773 -0.55719 -0.18 -0.35 -0.29 1.3089
O -4.18979 -1.91766 -1.29469 0.11 0.27 -0.08 -0.6290
As -1.01685 -1.59785 1.21708 0.13 0.09 0.06 2.4505
O -2.46073 -1.99223 1.81557 0.17 0.05 -0.05 -1.0619
O -0.80574 -0.13871 0.42885 -0.06 0.11 0.27 -1.2772
C 0.06369 -2.89088 0.31419 0.09 -0.06 -0.12 -0.4554
C -0.31049 -3.69138 -0.75180 -0.05 -0.04 0.08 -0.1620
C 0.65235 -4.49478 -1.34868 0.01 -0.01 -0.01 -0.1758
C 1.96135 -4.50100 -0.88394 0.00 0.01 0.01 -0.1834
C 2.34306 -3.69490 0.18109 -0.07 0.00 -0.03 -0.2121
C 1.37828 -2.89169 0.76116 0.10 -0.10 -0.01 -0.2625
S 1.74558 -1.73228 2.04162 -0.39 -0.05 -0.17 2.4131
O 0.30862 -1.51069 2.57429 -0.09 0.13 -0.03 -0.9757
O 2.58948 -2.28083 3.04386 0.02 0.00 0.02 -0.8900
O 2.19421 -0.52081 1.37514 0.16 0.11 0.19 -0.9877
H -4.83493 -1.85630 -0.57338 0.02 -0.05 0.01 0.5110
H -1.32999 -3.69114 -1.11688 0.07 -0.02 0.03 0.2452
H 0.37925 -5.11632 -2.19039 -0.02 0.01 0.00 0.2336
H 2.69356 -5.13986 -1.35872 0.01 -0.01 0.00 0.2251
H 3.35841 -3.69450 0.55324 0.01 0.00 0.01 0.2394
Br -0.52839 6.70549 2.65547 -0.02 0.05 0.03 0.0500
C -0.01590 5.07303 1.84548 0.02 -0.04 -0.02 -0.0692
C -0.73489 3.92201 2.11704 -0.01 -0.03 0.01 -0.2734
C -0.35790 2.73077 1.50777 0.10 0.07 0.06 -0.1659
C 0.72605 2.66616 0.63002 -0.08 0.08 0.07 -0.5328
C 1.43245 3.84627 0.39554 -0.04 0.06 -0.03 -0.2209
C 1.07438 5.04844 0.99411 0.00 -0.03 0.01 -0.2474
H -1.57225 3.95307 2.80122 -0.01 0.00 0.01 0.2256
H -0.90459 1.82994 1.75958 -0.04 -0.04 -0.02 0.2076
H 2.28693 3.85472 -0.27115 0.00 -0.02 -0.02 0.2064
H 1.63572 5.95284 0.80286 -0.01 0.01 -0.01 0.2249
N 5.10850 1.82412 -0.85692 0.03 -0.01 -0.03 -0.6805
C 3.95518 1.74600 -0.79871 0.13 0.06 0.10 0.3121
H 6.10432 1.87574 -0.90646 0.01 0.01 0.01 0.4573
N -2.87326 1.21311 -0.88104 -0.01 -0.01 0.27 -0.4536
C -1.88749 0.67672 -1.93630 0.01 -0.06 -0.02 0.6846
O -0.94595 1.38349 -2.23648 -0.06 -0.15 -0.02 -0.6283
C -2.38606 -0.59756 -2.18320 0.16 0.10 -0.16 -0.4999
C -1.75811 -1.60271 -2.95789 -0.14 0.24 0.09 0.3020
N -1.23840 -2.43615 -3.55706 0.03 -0.06 -0.10 -0.3393
C -3.53628 -0.76344 -1.35217 -0.32 -0.39 0.11 0.5868
N -3.91255 0.25141 -0.63134 0.21 0.04 -0.12 -0.4010
H -2.30440 1.29542 -0.01985 -0.07 0.03 -0.16 0.4715
H -3.26082 2.11718 -1.15095 0.05 -0.01 0.06 0.4294
```
Positions in Å, forces in eV/Å.

The HOMO-LUMO gap comes out at 8.801 eV. Its net charge is 0. As for the multiplicity: 1.